# C20H57BeN4O10

C20H57BeN4O10 as an isolated structure at a distorted geometry (wB97M-V/def2-TZVPD, the OMol25 dataset).

Cartesian coordinates (Å):
Be1 -36.291 7.205 -33.004
O1 -34.015 4.521 -30.144
C1 -34.706 5.300 -31.019
O2 -34.206 6.317 -31.524
O3 -35.847 5.087 -31.414
H1 -34.639 3.802 -30.015
C2 -32.609 8.150 -35.874
C3 -33.934 7.504 -35.316
C4 -33.796 5.961 -35.233
O4 -34.908 5.347 -34.651
C5 -34.751 3.923 -34.532
N1 -34.169 8.173 -34.050
H2 -32.629 9.234 -35.754
H3 -32.548 7.867 -36.925
H4 -31.751 7.714 -35.363
H5 -34.767 7.794 -35.957
H6 -32.966 5.733 -34.565
H7 -33.556 5.610 -36.236
H8 -35.703 3.505 -34.204
H9 -34.019 3.536 -33.824
H10 -34.551 3.512 -35.521
H11 -33.271 7.985 -33.629
H12 -34.084 9.178 -34.118
C6 -36.088 9.700 -29.053
C7 -36.301 8.590 -30.082
C8 -37.704 8.049 -30.133
O5 -37.903 7.085 -31.225
C9 -39.120 6.362 -31.013
N2 -36.083 9.204 -31.360
H13 -36.743 10.520 -29.347
H14 -35.051 10.037 -29.063
H15 -36.451 9.419 -28.065
H16 -35.616 7.757 -29.927
H17 -38.414 8.875 -30.162
H18 -37.908 7.536 -29.194
H19 -39.941 7.074 -31.097
H20 -39.142 5.775 -30.095
H21 -39.359 5.658 -31.809
H22 -36.844 9.865 -31.432
H23 -35.244 9.763 -31.300
C10 -32.781 6.802 -27.927
C11 -31.392 6.131 -27.935
C12 -31.255 5.169 -26.690
O6 -31.077 5.932 -25.517
C13 -30.845 5.209 -24.363
N3 -31.417 5.378 -29.175
H24 -33.613 6.099 -27.988
H25 -32.813 7.359 -28.863
H26 -32.970 7.534 -27.141
H27 -30.583 6.860 -27.888
H28 -30.416 4.503 -26.889
H29 -32.150 4.557 -26.576
H30 -31.766 4.836 -23.914
H31 -30.414 5.789 -23.547
H32 -30.176 4.363 -24.519
H33 -31.625 6.051 -29.899
H34 -32.238 4.797 -29.266
C14 -38.253 0.855 -28.653
C15 -37.961 2.122 -27.900
C16 -36.928 3.043 -28.679
O7 -35.633 2.552 -29.068
C17 -34.684 2.636 -27.988
N4 -39.117 2.817 -27.540
H35 -38.808 0.979 -29.583
H36 -38.827 0.229 -27.970
H37 -37.311 0.407 -28.972
H38 -37.465 1.858 -26.966
H39 -36.810 4.013 -28.195
H40 -37.424 3.232 -29.631
H41 -34.501 3.643 -27.613
H42 -33.725 2.213 -28.288
H43 -34.878 2.002 -27.123
H44 -38.858 3.732 -27.201
H45 -39.598 3.184 -28.349
C18 -30.422 6.668 -32.284
O8 -31.691 7.078 -32.717
H46 -30.365 5.588 -32.422
H47 -29.701 7.061 -33.000
H48 -30.250 7.003 -31.261
H49 -32.412 6.629 -32.270
C19 -37.565 2.034 -32.247
O9 -38.004 3.397 -32.324
H50 -36.783 1.854 -32.985
H51 -37.262 1.769 -31.234
H52 -38.486 1.503 -32.487
H53 -37.346 3.928 -31.868
C20 -32.193 9.633 -30.630
O10 -33.087 10.724 -30.805
H54 -31.516 9.523 -31.477
H55 -31.582 9.771 -29.739
H56 -32.749 8.702 -30.514
H57 -32.556 11.439 -31.163

Properties
Lowest unoccupied orbital energy (spin up / spin down) = -7.8757 / -10.1619 eV
Charge = +2
Multiplicity = 2
Frontier orbital gap (spin up / spin down) = 5.592 / 3.306 eV
F_max = 4.0 eV/A

# C5H15AsBiN2O2Te4

C5H15AsBiN2O2Te4 as an isolated structure at a distorted geometry (wB97M-V/def2-TZVPD, the OMol25 dataset).

Cartesian coordinates (Å):
Bi1 -5.488 3.906 11.986
Te1 -3.470 2.159 10.464
Te2 -4.298 -0.026 11.513
Te3 -5.928 3.224 15.019
Te4 -6.573 1.372 12.998
C1 -9.162 5.478 10.756
As1 -8.008 6.560 12.026
C2 -8.495 5.987 13.831
C3 -8.493 8.466 11.804
O1 -6.281 6.112 12.071
H1 -10.211 5.486 10.829
H2 -8.740 4.456 10.957
H3 -8.636 5.639 9.834
H4 -7.796 5.534 14.461
H5 -9.384 5.308 13.822
H6 -8.808 6.873 14.450
H7 -8.222 8.515 10.748
H8 -7.852 9.106 12.513
H9 -9.553 8.742 11.978
C4 -7.874 4.377 6.881
N1 -6.722 3.693 7.325
C5 -6.495 3.218 8.606
N2 -5.766 2.023 8.549
O2 -6.633 3.865 9.708
H10 -8.127 4.050 5.842
H11 -7.802 5.496 7.028
H12 -8.777 4.230 7.450
H13 -6.666 2.951 6.648
H14 -5.766 1.434 7.668
H15 -5.684 1.424 9.419

Properties
Lowest unoccupied orbital energy = -5.0008 eV
ΔE to the lowest compared entry with this formula, charge and spin = 25.5 kcal per mole
Charge = +1
Multiplicity = 1
Frontier orbital gap = 4.787 eV
F_max = 4.4 eV/A

# C4H9NO2

A 3-piece molecular cluster, C4H9NO2 overall at a distorted geometry (wB97M-V/def2-TZVPD, the OMol25 dataset).

Cartesian coordinates (Å):
C1 -0.565 -0.065 -1.698
C2 0.815 -0.142 -2.058
C3 1.567 0.652 -1.197
N1 0.569 1.173 -0.318
C4 -0.547 0.542 -0.514
H1 -1.347 -0.208 -2.496
H2 1.195 -0.857 -2.754
H3 2.615 0.755 -1.011
H4 0.772 1.836 0.436
H5 -1.389 0.717 0.147
O1 -1.899 -3.154 1.335
H6 -2.104 -3.992 1.740
H7 -2.623 -2.537 1.653
O2 0.743 1.533 2.602
H8 0.499 0.820 3.176
H9 0.032 2.301 2.635

Properties
Lowest unoccupied orbital energy = 0.4351 eV
ΔE to the lowest compared entry with this formula, charge and spin = 64.6 kcal per mole
Charge = 0
Multiplicity = 1
Frontier orbital gap = 8.265 eV
F_max = 5.4 eV/A

# C25H52ClNO11P2S2Si

A 3-piece molecular cluster, C25H52ClNO11P2S2Si overall at a distorted geometry (wB97M-V/def2-TZVPD, the OMol25 dataset).

Cartesian coordinates (Å):
O1 -1.430 -4.019 3.427
C1 -2.317 -3.520 2.689
C2 -2.026 -3.416 1.118
Si1 -3.107 -2.022 0.286
C3 -2.372 -0.278 0.566
C4 -1.164 -0.229 1.646
C5 0.287 -0.454 1.010
C6 1.509 -0.091 2.035
C7 2.328 1.124 1.390
C8 3.390 1.826 2.364
C9 3.701 3.366 1.969
C10 4.452 3.537 0.563
C11 3.468 3.560 -0.715
C12 4.260 3.681 -2.131
C13 3.607 2.699 -3.257
C14 4.007 1.189 -2.888
N1 3.798 0.200 -3.981
C15 4.734 -0.925 -4.034
C16 4.319 -1.866 -5.214
C17 3.078 -1.145 -5.829
C18 2.790 0.159 -5.035
C19 -3.254 -2.538 -1.571
P1 -2.253 -1.479 -2.757
O2 -2.443 -2.112 -4.171
O3 -0.594 -1.480 -2.409
O4 -2.879 0.122 -2.913
P2 -5.207 -2.119 1.077
O5 -5.309 -1.212 2.551
Cl1 -5.608 -4.193 1.464
H1 -3.313 -3.084 3.063
H2 -2.285 -4.398 0.559
H3 -0.944 -3.162 0.852
H4 -2.116 0.223 -0.430
H5 -3.221 0.362 1.029
H6 -1.169 0.852 2.065
H7 -1.373 -0.898 2.562
H8 0.432 -1.511 0.568
H9 0.393 0.276 0.120
H10 1.157 0.074 3.106
H11 2.193 -1.023 2.006
H12 2.915 0.778 0.455
H13 1.581 1.926 1.031
H14 4.421 1.299 2.372
H15 3.042 1.807 3.468
H16 2.767 4.040 2.081
H17 4.434 3.747 2.780
H18 5.328 2.792 0.435
H19 4.961 4.579 0.586
H20 2.801 2.637 -0.807
H21 2.752 4.453 -0.556
H22 4.123 4.772 -2.477
H23 5.356 3.436 -1.928
H24 3.860 3.018 -4.323
H25 2.466 2.788 -3.124
H26 5.080 1.141 -2.492
H27 3.318 0.872 -2.014
H28 5.628 -1.118 -3.337
H29 4.786 -2.838 -5.568
H30 2.462 -1.533 -6.721
H31 1.989 0.946 -5.191
H32 -2.866 -3.622 -1.677
H33 -4.369 -2.594 -1.879
H34 -0.169 -1.990 -3.150
H35 -3.555 0.040 -3.627
H36 -6.025 -0.550 2.370
C20 -9.885 -1.844 -5.064
C21 -8.947 -2.897 -4.505
O6 -7.735 -2.983 -5.259
S1 -6.648 -1.793 -5.105
C22 -5.320 -2.572 -5.975
O7 -6.285 -1.671 -3.715
O8 -7.087 -0.662 -5.879
H37 -9.464 -0.843 -4.965
H38 -10.842 -1.857 -4.534
H39 -10.067 -2.016 -6.128
H40 -8.728 -2.712 -3.449
H41 -9.430 -3.876 -4.567
H42 -4.995 -3.452 -5.422
H43 -4.505 -1.850 -6.044
H44 -5.661 -2.840 -6.974
C23 3.620 -0.380 8.172
C24 2.786 0.875 8.350
O9 3.603 2.041 8.480
S2 4.349 2.608 7.159
C25 4.907 4.140 7.844
O10 3.360 2.883 6.148
O11 5.503 1.790 6.893
H45 4.171 -0.361 7.230
H46 2.984 -1.270 8.167
H47 4.355 -0.473 8.975
H48 2.073 0.997 7.530
H49 2.205 0.790 9.272
H50 4.045 4.761 8.085
H51 5.524 4.630 7.090
H52 5.504 3.934 8.732

Properties
Lowest unoccupied orbital energy = 0.0362 eV
Charge = 0
Multiplicity = 1
Frontier orbital gap = 7.874 eV
F_max = 5.7 eV/A

# C11H28IrN6O

C11H28IrN6O as an isolated structure (wB97M-V/def2-TZVPD, the OMol25 dataset).

Cartesian coordinates (Å):
Ir1 0.007 0.228 1.429
C1 1.652 2.281 -0.660
C2 0.704 3.091 0.223
N1 -0.152 2.303 1.194
C3 -1.615 2.438 0.894
C4 -1.989 1.494 -0.246
N2 -1.475 0.096 0.054
C5 -2.566 -0.849 0.589
C6 -2.206 -1.631 1.866
C7 -1.041 -2.612 1.761
N3 0.114 -1.866 1.171
C8 1.514 -2.186 1.529
C9 2.387 -1.214 0.705
N4 1.572 -0.038 0.186
C10 2.414 1.192 0.067
H1 2.369 2.981 -1.092
H2 1.123 1.854 -1.519
H3 0.024 3.649 -0.419
H4 1.255 3.824 0.810
H5 0.033 2.668 2.127
H6 -1.874 3.464 0.629
H7 -2.170 2.187 1.802
H8 -1.586 1.807 -1.209
H9 -3.073 1.460 -0.342
H10 -1.123 -0.291 -0.819
H11 -2.863 -1.491 -0.241
H12 -3.417 -0.217 0.835
H13 -3.110 -2.157 2.176
H14 -2.001 -0.921 2.680
H15 -1.293 -3.444 1.101
H16 -0.759 -3.030 2.726
H17 0.053 -2.035 0.168
H18 1.784 -3.224 1.329
H19 1.617 -2.009 2.597
H20 2.855 -1.682 -0.161
H21 3.180 -0.809 1.331
H22 1.241 -0.254 -0.755
H23 3.336 0.909 -0.444
H24 2.679 1.495 1.083
N5 -0.561 1.240 5.453
C11 0.239 0.475 4.723
N6 0.910 -0.520 5.295
O1 0.351 0.707 3.461
H25 -0.637 1.136 6.454
H26 -1.023 2.029 5.035
H27 0.894 -0.674 6.293
H28 1.617 -1.006 4.772

Properties
Lowest unoccupied orbital energy = -10.9797 eV
ΔE to the lowest compared entry with this formula, charge and spin = 23.8 kcal per mole
Charge = +3
Multiplicity = 1
Frontier orbital gap = 9.085 eV
F_max = 0.5 eV/A

# C4H9NO

A 2-piece molecular cluster, C4H9NO overall (wB97M-V/def2-TZVPD, the OMol25 dataset).

Cartesian coordinates (Å):
H1 2.176 0.477 1.694
N1 1.608 0.229 0.894
C1 1.941 0.890 -0.135
O1 1.324 0.767 -1.313
H2 2.743 1.630 -0.189
H3 0.567 0.156 -1.165
C2 -0.323 -1.559 -0.081
C3 -1.184 -0.640 -0.520
C4 -1.770 0.431 0.365
H4 0.164 -2.267 -0.747
H5 -0.012 -1.585 0.957
H6 -1.474 -0.646 -1.571
H7 -2.249 1.225 -0.215
H8 -2.524 0.011 1.040
H9 -0.987 0.882 0.986

Properties
Lowest unoccupied orbital energy = 1.0759 eV
ΔE to the lowest compared entry with this formula, charge and spin = 44.6 kcal per mole
Charge = 0
Multiplicity = 1
Frontier orbital gap = 10.416 eV
F_max = 0.5 eV/A

# C8H28O6

A 6-piece molecular cluster, C8H28O6 overall at a distorted geometry (wB97M-V/def2-TZVPD, the OMol25 dataset).

Cartesian coordinates (Å):
C1 5.005 -2.009 1.164
C2 3.682 -1.273 1.215
O1 3.346 -0.682 -0.026
H1 4.978 -2.851 0.472
H2 5.256 -2.394 2.153
H3 5.810 -1.333 0.866
H4 3.746 -0.521 2.012
H5 2.902 -1.994 1.491
H6 2.376 -0.693 -0.063
C3 -2.228 2.604 -1.838
C4 -0.881 2.654 -2.518
O2 -0.103 1.480 -2.274
H7 -2.721 3.577 -1.931
H8 -2.199 2.344 -0.780
H9 -2.911 1.882 -2.297
H10 -0.292 3.494 -2.146
H11 -0.995 2.829 -3.590
H12 -0.321 0.827 -2.947
C5 -3.758 -2.039 -0.052
O3 -4.481 -2.553 -1.162
H13 -4.246 -2.325 0.877
H14 -2.695 -2.296 -0.125
H15 -3.755 -0.952 -0.143
H16 -4.546 -3.508 -1.089
C6 -0.095 4.762 1.361
O4 0.121 3.529 2.034
H17 0.059 5.604 2.041
H18 0.556 4.860 0.487
H19 -1.119 4.807 0.995
H20 0.986 3.577 2.449
C7 -0.386 0.320 0.901
O5 0.569 -0.137 -0.025
H21 -0.090 0.151 1.932
H22 -0.546 1.399 0.801
H23 -1.384 -0.094 0.707
H24 0.481 0.363 -0.848
C8 0.288 -3.751 0.062
O6 -0.547 -4.749 -0.481
H25 0.662 -4.030 1.057
H26 1.179 -3.584 -0.543
H27 -0.235 -2.801 0.201
H28 -1.466 -4.494 -0.399

Properties
Lowest unoccupied orbital energy = 0.5158 eV
ΔE to the lowest compared entry with this formula, charge and spin = 37.4 kcal per mole
Charge = 0
Multiplicity = 1
Frontier orbital gap = 10.022 eV
F_max = 1.4 eV/A

# C4H5IN2O

One molecule with the formula C4H5IN2O at a distorted geometry (wB97M-V/def2-TZVPD, the OMol25 dataset).

Cartesian coordinates (Å):
C1 0.016 1.188 0.017
N1 0.279 -0.035 0.692
N2 -0.662 -1.090 0.589
C2 -0.332 -2.277 0.075
O1 -1.100 -3.181 -0.099
C3 1.166 -2.181 -0.216
C4 1.581 -0.969 0.063
I1 3.375 -0.036 0.010
H1 -0.106 1.951 0.810
H2 0.787 1.409 -0.601
H3 -0.965 1.272 -0.572
H4 -1.534 -0.606 0.558
H5 1.792 -2.980 -0.675

Properties
Lowest unoccupied orbital energy = 0.3054 eV
ΔE to the lowest compared entry with this formula, charge and spin = 49.6 kcal per mole
Charge = 0
Multiplicity = 1
Frontier orbital gap = 9.091 eV
F_max = 6.8 eV/A

# C5H6N2O

A 2-piece molecular cluster, C5H6N2O overall at a distorted geometry (wB97M-V/def2-TZVPD, the OMol25 dataset).

Cartesian coordinates (Å):
C1 -1.925 1.092 0.268
C2 -1.323 -1.430 0.133
C3 -1.347 -0.059 0.744
C4 1.965 0.511 -0.184
C5 0.713 -0.321 -0.780
N1 -2.401 1.994 -0.245
N2 -0.241 -0.713 0.200
O1 -1.788 -2.478 -0.110
H1 -1.680 0.404 2.740
H2 2.298 -0.086 0.653
H3 2.686 0.476 -0.899
H4 1.786 1.573 0.247
H5 0.150 0.319 -1.466
H6 1.107 -1.281 -1.299

Properties
Lowest unoccupied orbital energy (spin up / spin down) = -1.1775 / -0.8612 eV
ΔE to the lowest compared entry with this formula, charge and spin = 144.0 kcal per mole
Charge = 0
Multiplicity = 1
Frontier orbital gap (spin up / spin down) = 8.717 / 8.400 eV
F_max = 4.3 eV/A

# C4H7N4

An isolated ion of composition C4H7N4 and charge +1 at a distorted geometry (wB97M-V/def2-TZVPD, the OMol25 dataset).

Cartesian coordinates (Å):
C1 1.461 -0.460 -0.364
N1 0.232 -0.008 0.096
C2 -0.299 1.219 0.011
N2 -1.577 1.132 0.255
C3 -2.054 -0.381 0.291
C4 -2.859 -0.628 -0.905
N3 -3.202 -0.884 -1.975
N4 -0.752 -0.963 0.356
H1 1.883 -1.284 0.244
H2 1.242 -0.882 -1.306
H3 2.208 0.375 -0.500
H4 0.215 2.069 -0.297
H5 -2.154 1.940 0.222
H6 -2.687 -0.389 1.215
H7 -0.475 -1.897 0.057

Properties
Lowest unoccupied orbital energy = -4.0635 eV
ΔE to the lowest compared entry with this formula, charge and spin = 62.3 kcal per mole
Charge = +1
Multiplicity = 1
Frontier orbital gap = 9.817 eV
F_max = 4.3 eV/A

# CH5NO3

A 2-piece molecular cluster, CH5NO3 overall at a distorted geometry (wB97M-V/def2-TZVPD, the OMol25 dataset).

Cartesian coordinates (Å):
N1 -0.378 -0.337 -0.962
C1 -1.019 -0.813 0.116
O1 -0.472 -1.380 1.044
O2 -2.349 -0.618 0.093
H1 -0.863 0.253 -1.618
H2 0.608 -0.179 -0.834
H3 -2.710 -1.125 0.830
O3 2.011 1.382 0.278
H4 2.667 0.692 0.436
H5 2.505 2.125 0.618

Properties
Lowest unoccupied orbital energy = 0.6219 eV
ΔE to the lowest compared entry with this formula, charge and spin = 5.7 kcal per mole
Charge = 0
Multiplicity = 1
Frontier orbital gap = 10.896 eV
F_max = 1.4 eV/A

# C4H13NO3

A 3-piece molecular cluster, C4H13NO3 overall (wB97M-V/def2-TZVPD, the OMol25 dataset).

Cartesian coordinates (Å):
C1 1.125 -2.952 0.966
C2 1.374 -1.466 1.203
N1 2.234 -0.884 0.151
C3 0.055 -0.676 1.379
C4 -0.154 0.518 0.504
O1 -1.201 0.778 -0.043
H1 1.046 -3.196 -0.095
H2 0.209 -3.370 1.379
H3 1.964 -3.568 1.300
H4 1.983 -1.375 2.096
H5 2.933 -1.545 -0.164
H6 1.723 -0.546 -0.654
H7 0.072 -0.306 2.401
H8 -0.807 -1.327 1.304
H9 0.728 1.169 0.382
O2 -2.020 3.143 -3.685
H10 -2.428 4.014 -3.660
H11 -2.067 2.840 -2.768
O3 -2.522 3.222 -0.730
H12 -2.689 2.285 -0.554
H13 -1.558 3.241 -0.711

Properties
Lowest unoccupied orbital energy = 0.6815 eV
ΔE to the lowest compared entry with this formula, charge and spin = 37.9 kcal per mole
Charge = 0
Multiplicity = 1
Frontier orbital gap = 10.424 eV
F_max = 1.0 eV/A

- Among the records above, which one has the highest F_max?
  C4H5IN2O